# 1
Density functional theory data (ωB97M-V with the def2-TZVPD basis set) for a cluster of 2 separate species, C4H3NO in total at a distorted geometry.

The total energy comes out at -284.01100 hartree. As for the HOMO-LUMO gap: 8.5 eV. As for the charge: 0. The spin multiplicity is 1. For the HOMO energy, the calculation gives -9.72 eV.

The geometry in XYZ format:
```
9
C4H3NO ωB97M-V with the def2-TZVPD basis set
O 0.6633 -1.7151 0.2387
C 0.4358 -0.6850 -0.5226
C -0.9025 -0.2100 -0.5593
C -2.0136 0.2279 -0.7530
C 1.6795 1.3017 0.5928
N 1.8108 2.0473 1.4721
H -0.1388 -2.0559 0.6785
H 1.4721 0.5012 -0.2369
H -3.0067 0.5879 -0.9105
```

# 2
Density functional theory data (ωB97M-V with the def2-TZVPD basis set) for the molecule C6H13NO at a distorted geometry.

The total energy comes out at -366.32165 hartree. As for the HOMO-LUMO gap: 9.9 eV. As for the charge: 0. The spin multiplicity is 1. The SMILES is C=C(CN)[C@H](C)OC. For the HOMO energy, the calculation gives -8.85 eV.

The geometry in XYZ format:
```
21
C6H13NO ωB97M-V with the def2-TZVPD basis set
C 0.3882 -2.0511 0.6221
C -0.1364 -0.8591 0.4679
C -1.2508 -0.2299 1.5765
N -0.6266 0.8067 2.3404
C -0.0920 0.1759 -0.5371
C -1.1531 0.0726 -1.6236
O 1.3448 -0.1360 -1.2031
C 2.1089 0.9908 -1.4844
H 1.1869 -2.3757 -0.0244
H 0.1901 -2.6504 1.4987
H -1.5317 -1.1095 2.1671
H -2.1554 0.1497 1.0983
H -1.2523 1.4901 2.7465
H 0.2057 0.4918 2.8233
H -0.0153 1.1817 -0.1103
H -0.8494 0.6834 -2.4716
H -1.2564 -0.9540 -1.9689
H -2.1150 0.4146 -1.2474
H 2.0365 1.7587 -0.6911
H 3.1597 0.6864 -1.5461
H 1.8135 1.4631 -2.4332
```

# 3
Density functional theory data (ωB97M-V with the def2-TZVPD basis set) for a cluster of 6 separate species, C20H40BBr3N3O17 in total at a distorted geometry.

The total energy comes out at -9975.98308 hartree. As for the HOMO-LUMO gap: 7.0 eV. As for the charge: +1. The spin multiplicity is 1. For the HOMO energy, the calculation gives -12.26 eV.

The geometry in XYZ format:
```
84
C20H40BBr3N3O17 ωB97M-V with the def2-TZVPD basis set
C 3.0358 0.3208 -1.3570
O 1.8177 -0.1948 -2.0459
B 0.7786 -0.5837 -1.0691
O 1.0601 -1.5736 0.0287
N -0.6538 -0.0023 -1.0165
C -0.9095 1.2751 -0.5012
N 0.2877 1.9998 0.0743
N -2.3438 1.7732 -0.5084
Br -2.4775 3.5956 -0.9238
C -2.8425 1.4718 0.9127
Br -2.0472 2.3095 2.5619
C -3.9440 0.4846 1.1223
C -4.7134 -0.3479 -0.0627
Br -4.5082 0.1047 3.0384
H 3.2703 1.4546 -1.6342
H 4.0151 -0.2946 -1.6444
H 2.9608 0.2335 -0.1740
H 0.8169 -1.0648 0.8812
H -1.4225 -0.6236 -1.4087
H 0.2890 3.0194 -0.1181
H 0.4441 1.7775 1.0909
H -4.3238 -0.0002 -1.1101
H -5.8823 -0.2262 0.0605
H -4.4459 -1.5039 0.0650
C -2.8287 10.1289 3.0583
O -3.6433 9.1990 2.3468
C -3.0747 7.9797 2.1704
O -1.9681 7.6412 2.5599
O -3.9507 7.2021 1.4854
C -3.4829 5.8800 1.2253
H -3.3819 11.0684 3.1410
H -2.6178 9.7634 4.0684
H -1.8992 10.3235 2.5136
H -3.2982 5.3446 2.1622
H -2.5796 5.9047 0.6074
H -4.2627 5.3480 0.6733
C 3.7913 7.8571 -0.8266
O 3.0947 8.4422 0.2719
C 2.3168 7.5738 0.9660
O 2.1792 6.3845 0.7259
O 1.7183 8.2578 1.9736
C 0.8624 7.4648 2.7938
H 4.3813 8.6413 -1.3089
H 4.4753 7.0765 -0.4784
H 3.0858 7.4559 -1.5614
H 1.4293 6.6686 3.2869
H 0.0398 7.0479 2.2039
H 0.4380 8.1131 3.5655
C 3.3133 -3.5763 -1.0206
O 3.6742 -4.6571 -1.8785
C 2.9113 -5.7689 -1.7269
O 1.9829 -5.9006 -0.9448
O 3.3603 -6.7090 -2.5964
C 2.6454 -7.9423 -2.5479
H 3.9881 -2.7410 -1.2272
H 2.2883 -3.2489 -1.2224
H 3.4302 -3.8616 0.0298
H 1.5938 -7.7895 -2.8109
H 2.7356 -8.4022 -1.5586
H 3.0889 -8.6191 -3.2835
C -7.0339 -2.4876 -3.5825
O -5.6603 -2.4616 -3.1991
C -4.8850 -3.3735 -3.8381
O -5.2644 -4.1753 -4.6773
O -3.6142 -3.2390 -3.3816
C -2.6804 -4.1420 -3.9706
H -7.5592 -1.7183 -3.0099
H -7.1419 -2.2580 -4.6475
H -7.4820 -3.4583 -3.3470
H -2.6142 -3.9785 -5.0511
H -2.9544 -5.1787 -3.7507
H -1.6979 -3.9456 -3.5325
C 4.1204 -8.3816 4.8832
O 3.9116 -8.4889 3.4763
C 4.5457 -7.5387 2.7439
O 5.2479 -6.6427 3.1854
O 4.2630 -7.7584 1.4350
C 4.8679 -6.8272 0.5398
H 3.5681 -9.1904 5.3694
H 5.1819 -8.4953 5.1258
H 3.7360 -7.4279 5.2589
H 5.9593 -6.8788 0.6086
H 4.5135 -5.8113 0.7418
H 4.5745 -7.0977 -0.4783
```

# 4
Density functional theory data (ωB97M-V with the def2-TZVPD basis set) for the molecule C13H15F5NP at a distorted geometry.

The total energy comes out at -1399.62945 hartree. As for the HOMO-LUMO gap: 8.7 eV. As for the charge: 0. The spin multiplicity is 1. The SMILES is C#CCP(CCCCn1cccc1)C(F)(F)C(F)(F)F. For the HOMO energy, the calculation gives -8.05 eV.

The geometry in XYZ format:
```
35
C13H15F5NP ωB97M-V with the def2-TZVPD basis set
C 2.1114 0.6766 3.0286
C 2.6909 1.1229 2.0501
C 3.3398 1.8495 0.8440
P 2.4761 1.4892 -0.8253
C 0.6472 1.4299 -0.4507
C -0.1548 0.1451 -0.9381
C -1.5059 0.5958 -1.6697
C -2.6370 1.0563 -0.6222
N -3.0895 -0.1860 0.0571
C -2.7070 -0.6846 1.3287
C -3.3677 -1.9775 1.6154
C -4.2466 -2.2761 0.4098
C -4.0180 -1.1038 -0.4827
C 3.2052 -0.1757 -1.3514
F 2.6974 -0.6484 -2.5790
F 4.5734 0.1057 -1.6414
C 3.2616 -1.3128 -0.2413
F 3.5410 -2.5200 -0.9204
F 4.3370 -1.1494 0.6358
F 2.0897 -1.5223 0.4409
H 1.8922 0.1697 3.9994
H 3.4723 2.9580 0.9921
H 4.3919 1.4248 0.7206
H 0.3813 1.5880 0.6482
H 0.1795 2.3260 -0.9824
H 0.3825 -0.5301 -1.6605
H -0.3624 -0.4866 -0.0126
H -1.9418 -0.3044 -2.2040
H -1.2817 1.4604 -2.3610
H -3.5022 1.4939 -1.1994
H -2.2571 1.8291 0.1070
H -1.9577 -0.1120 1.9420
H -3.2224 -2.6038 2.5417
H -4.9141 -3.1611 0.2631
H -4.5046 -0.9661 -1.4822
```

# 5
Density functional theory data (ωB97M-V with the def2-TZVPD basis set) for a structure of composition C34H32BiClF6N3O2Te at a distorted geometry.

The total energy comes out at -3171.64996 hartree. As for the HOMO-LUMO gap: 6.7 eV. As for the charge: -1. The spin multiplicity is 1. For the HOMO energy, the calculation gives -5.21 eV.

The geometry in XYZ format:
```
80
C34H32BiClF6N3O2Te ωB97M-V with the def2-TZVPD basis set
Bi -0.0180 -0.4755 0.1256
Cl -7.9562 1.6142 2.0409
C -6.4622 0.8441 1.6073
C -6.1908 -0.4339 2.0842
C -4.9862 -1.0206 1.7796
C -3.9887 -0.3564 1.0427
O -2.7995 -0.8598 0.8534
C -4.3220 0.9053 0.4715
C -3.5094 1.6638 -0.4462
N -2.2558 1.5892 -0.6661
C -1.6269 2.5452 -1.4228
C -1.9579 3.8883 -1.2922
C -1.2860 4.8896 -1.9944
C -0.2485 4.5782 -2.8321
C 0.1573 3.2379 -2.9721
C 1.2475 2.8652 -3.7846
C 1.6169 1.5510 -3.8657
C 0.8857 0.6107 -3.1259
N -0.1341 0.9236 -2.3744
C -0.5191 2.2054 -2.2628
C -5.5706 1.4759 0.7761
H -6.9238 -0.9471 2.6883
H -4.7841 -2.0192 2.1262
H -4.1066 2.4018 -1.0058
H -2.7444 4.1694 -0.6088
H -1.5919 5.9182 -1.8642
H 0.2873 5.3444 -3.3749
H 1.7809 3.6350 -4.3250
H 2.4411 1.2314 -4.4825
H 1.1578 -0.4374 -3.1545
H -5.8317 2.4342 0.3467
F -2.7886 -2.1921 3.0151
Te -2.0785 -2.7675 1.2341
F -1.2007 -4.2736 0.2561
F -2.4801 -2.6094 -0.7323
F -1.6472 -4.1763 2.5548
F -3.7643 -3.7774 1.1227
O -0.4504 -2.0324 1.5567
C 5.8026 -2.9429 -2.2614
C 4.3419 -2.8008 -1.9207
C 3.4202 -3.7072 -2.4237
C 2.0934 -3.6385 -2.0206
C 1.0432 -4.5188 -2.6258
C 1.7275 -2.7220 -1.0523
C 2.6097 -1.7541 -0.5519
C 3.9182 -1.7963 -1.0607
N 2.1313 -0.8103 0.3406
C 2.8758 -0.2846 1.4846
C 4.2618 -0.9124 1.6987
C 3.0551 1.2318 1.2993
C 2.0599 -0.5513 2.7630
H 5.9415 -3.4038 -3.2381
H 6.2765 -3.5930 -1.5221
H 6.3213 -1.9859 -2.2411
H 3.7218 -4.4665 -3.1323
H 1.4378 -5.4936 -2.9061
H 0.6516 -4.0442 -3.5284
H 0.2152 -4.6503 -1.9358
H 0.7277 -2.7880 -0.6662
H 4.6306 -1.0385 -0.7821
H 5.0039 -0.4766 1.0377
H 4.2322 -1.9871 1.5474
H 4.5866 -0.7133 2.7171
H 3.6116 1.4315 0.3835
H 3.5974 1.6569 2.1422
H 2.0863 1.7175 1.2249
H 1.6595 -1.5616 2.7452
H 1.2264 0.1369 2.8267
H 2.6711 -0.4242 3.6550
F -2.3003 3.9485 4.0629
C -1.6912 3.0145 3.2853
C -0.9733 3.4280 2.1803
C -0.3868 2.4698 1.3682
C -0.4956 1.1165 1.6575
C -1.2075 0.7417 2.7892
C -1.8075 1.6781 3.6142
H -0.8980 4.4813 1.9513
H 0.1447 2.8010 0.4871
H -1.2978 -0.3050 3.0348
H -2.3764 1.3732 4.4784
```